# 1
This record from the OMol25 dataset describes 6 unconnected molecules or ions with the total composition C14H41FO5PS. The level of theory is the ωB97M-V functional and the def2-TZVPD basis.

The geometry in XYZ format:
```
63
Properties=species:S:1:pos:R:3:forces:R:3:mulliken_charge:R:1
C 3.706 -1.211 0.925 0.0 0.0 0.2 -1.546
C 2.964 -0.571 -0.242 0.1 0.2 0.0 -0.189
C 1.790 0.307 0.243 0.1 0.0 0.0 -0.526
P 0.330 0.240 -0.795 0.1 0.0 0.0 -0.158
C -0.188 -1.468 -1.049 -0.1 0.0 0.0 -0.890
C -0.372 -2.217 0.291 0.0 0.0 0.0 0.127
C -1.812 -2.612 0.597 -0.1 0.0 -0.1 -0.051
F -2.019 -3.916 0.167 0.0 0.0 0.0 -0.365
C -0.924 1.310 -0.077 -0.1 0.1 0.0 0.157
C -2.393 1.015 -0.451 -0.1 0.1 0.1 -0.801
C -3.196 0.589 0.774 0.0 0.1 0.1 -0.439
S -4.844 -0.062 0.397 -0.1 0.1 -0.1 -0.171
H 3.125 -2.011 1.393 0.0 0.0 -0.1 0.313
H 3.916 -0.472 1.703 0.1 0.0 -0.1 0.346
H 4.658 -1.630 0.600 -0.1 0.0 0.0 0.421
H 2.628 -1.350 -0.933 0.0 0.0 0.1 0.206
H 3.642 0.071 -0.806 0.0 -0.1 -0.1 0.268
H 1.477 0.048 1.261 -0.1 0.0 -0.1 0.371
H 2.071 1.366 0.263 0.0 -0.1 0.1 0.530
H 0.697 0.752 -2.044 -0.1 0.0 0.0 0.164
H 0.580 -1.911 -1.688 0.0 -0.1 0.1 0.530
H -1.114 -1.486 -1.629 0.1 0.1 0.0 0.781
H 0.028 -1.633 1.125 -0.1 0.0 0.0 -0.349
H 0.197 -3.149 0.262 0.0 0.1 0.0 0.480
H -2.019 -2.566 1.668 0.0 -0.1 0.0 -0.046
H -2.546 -1.996 0.070 0.1 0.1 0.1 0.153
H -0.642 2.324 -0.376 0.0 0.0 0.1 0.548
H -0.776 1.247 1.009 -0.1 0.1 0.0 -0.217
H -2.478 0.240 -1.220 0.1 0.1 0.0 0.494
H -2.835 1.921 -0.867 0.0 -0.1 -0.1 0.305
H -3.371 1.461 1.409 0.1 -0.1 0.0 0.211
H -2.637 -0.136 1.372 0.0 0.0 0.0 0.183
H -4.573 -0.474 -0.849 0.0 -0.1 0.0 0.124
C 3.376 0.095 -3.771 0.0 0.1 0.0 -0.307
O 4.057 1.010 -2.915 -0.1 -0.1 -0.2 -0.498
H 2.576 -0.356 -3.183 0.0 0.0 0.0 -0.163
H 2.935 0.589 -4.637 0.0 0.0 0.0 0.357
H 4.032 -0.706 -4.119 0.0 0.0 0.0 0.365
H 4.775 1.392 -3.430 0.0 0.1 0.1 0.294
C -1.375 -1.633 4.703 -0.1 0.1 0.1 -0.666
O -0.258 -1.374 3.845 -0.1 -0.1 -0.2 -0.491
H -1.777 -0.669 5.008 0.0 0.0 0.0 0.260
H -2.164 -2.190 4.191 0.0 0.0 0.0 0.254
H -1.075 -2.180 5.597 0.0 0.0 0.0 0.326
H 0.135 -2.222 3.617 0.1 0.1 0.1 0.281
C -3.643 4.636 1.037 0.1 -0.1 0.0 -0.526
O -2.336 4.383 1.547 0.0 -0.2 -0.1 -0.453
H -3.548 5.407 0.276 0.0 0.0 0.0 0.244
H -4.065 3.739 0.571 -0.1 0.0 0.0 0.198
H -4.324 4.989 1.813 0.0 0.0 0.0 0.272
H -2.410 3.714 2.236 0.0 0.1 0.1 0.260
C 0.415 2.557 3.731 -0.1 -0.1 -0.2 -0.472
O -0.675 1.672 3.959 0.0 0.0 -0.1 -0.439
H 0.002 3.551 3.576 0.0 0.0 0.0 0.245
H 1.116 2.591 4.567 -0.1 0.0 0.1 0.348
H 0.963 2.261 2.829 0.1 0.1 0.0 0.056
H -0.316 0.789 4.108 0.0 0.0 0.0 0.284
C 1.942 -2.621 -6.419 0.1 0.0 -0.1 -0.586
O 1.616 -1.269 -6.112 0.0 0.0 0.2 -0.455
H 2.821 -2.590 -7.058 0.0 0.0 0.0 0.228
H 2.186 -3.199 -5.523 0.0 0.0 0.0 0.247
H 1.138 -3.122 -6.961 0.0 0.0 0.0 0.306
H 0.810 -1.266 -5.588 0.0 0.0 -0.1 0.264
```
Positions in Å, forces in eV/Å.

The total energy is -1773.29649 Ha. The total charge is +1. The calculation puts the HOMO-LUMO gap at 0.349 Eh. As for the LUMO energy: -2.489 eV. As for the HOMO energy: -0.4402 Eh.

---

# 2
This record from the OMol25 dataset describes 6 unconnected molecules or ions with the total composition C14H41IN3O5 at a distorted geometry. The level of theory is the ωB97M-V functional and the def2-TZVPD basis.

The geometry in XYZ format:
```
64
Properties=species:S:1:pos:R:3:forces:R:3:mulliken_charge:R:1
I 1.066 -0.755 0.407 0.1 0.1 -0.2 -0.501
C 0.314 -2.537 -3.972 -0.2 1.2 -1.1 -1.405
C 1.845 -2.784 -3.868 0.1 -0.2 0.4 0.387
C 2.733 -1.600 -4.335 -0.7 0.0 -0.2 -0.650
O 4.132 -1.742 -3.977 -1.3 -0.8 0.1 -0.351
C 4.953 -0.819 -4.639 -0.5 0.2 0.2 -0.726
N 2.131 -2.989 -2.472 -0.1 -0.4 0.5 -0.518
H 0.024 -1.616 -3.466 0.4 0.1 0.6 0.312
H -0.430 -3.257 -3.632 0.9 -0.7 0.4 0.382
H -0.062 -2.296 -4.967 0.5 -0.2 -0.6 0.396
H 2.170 -3.708 -4.347 -0.2 0.0 -0.7 0.179
H 2.308 -0.729 -3.836 0.2 0.4 0.2 0.291
H 2.585 -1.435 -5.402 0.4 -0.1 -0.4 0.403
H 5.929 -0.744 -4.159 0.0 -0.5 0.0 0.248
H 4.519 0.175 -4.526 -0.1 0.3 -0.5 0.322
H 5.036 -1.138 -5.678 0.2 0.4 -0.3 0.271
H 1.499 -2.399 -1.951 0.3 0.2 0.6 0.074
H 3.079 -2.670 -2.332 0.1 -0.1 0.6 0.329
C 2.489 2.449 3.199 0.1 0.4 0.6 -1.242
C 1.016 2.562 3.658 -0.4 0.5 -0.8 0.346
C 0.169 3.449 2.688 0.6 0.0 -0.3 -0.585
O -1.218 3.358 2.972 -0.6 -0.1 1.0 -0.320
C -2.134 4.165 2.256 0.8 -0.3 -0.5 -0.805
N 0.379 1.282 3.740 0.3 -0.5 0.5 -0.572
H 2.710 1.659 2.481 -0.5 0.0 -0.2 0.261
H 3.139 2.257 4.052 -0.2 -0.3 0.2 0.342
H 2.888 3.391 2.824 -0.3 0.2 -0.3 0.339
H 0.967 2.988 4.660 0.1 0.4 0.1 0.262
H 0.327 3.061 1.682 0.2 0.0 -0.3 0.322
H 0.553 4.468 2.739 -0.2 0.4 0.0 0.313
H -1.963 4.057 1.184 0.3 0.3 -0.3 0.301
H -2.055 5.210 2.554 0.0 0.2 -0.1 0.350
H -3.169 3.841 2.363 0.2 -0.3 0.7 0.242
H -0.607 1.499 3.772 -0.3 -0.6 -0.1 0.323
H 0.585 0.777 2.890 -0.2 -0.4 -0.2 0.117
C -2.294 0.758 -1.648 -0.8 0.7 -0.3 -1.502
C -3.077 0.753 -0.325 0.2 2.1 -1.5 1.268
C -4.587 0.900 -0.496 0.5 -0.3 -0.1 -0.840
O -5.019 2.125 -1.118 -0.7 -1.7 -1.0 -0.389
C -4.940 3.323 -0.418 0.9 -0.3 0.1 -0.542
N -2.605 -0.302 0.506 -0.3 -0.3 0.7 -0.393
H -2.498 -0.156 -2.205 0.3 -0.2 0.0 0.330
H -1.230 0.917 -1.470 0.0 -0.4 0.1 0.415
H -2.608 1.596 -2.270 -0.2 0.1 -0.2 0.441
H -2.855 1.729 0.106 0.6 0.0 0.7 -0.552
H -5.018 0.775 0.497 -0.4 0.1 0.1 0.376
H -4.888 0.077 -1.144 -0.6 0.1 -0.1 0.347
H -5.577 4.091 -0.856 -0.2 -0.3 -0.2 0.267
H -3.910 3.644 -0.570 0.2 0.6 0.8 0.207
H -5.233 3.162 0.620 0.3 0.3 0.3 0.272
H -2.953 -1.202 0.207 -0.4 -0.2 -0.1 0.277
H -1.633 -0.347 0.238 0.7 -0.3 0.7 -0.078
C 3.150 -4.458 1.175 -0.3 1.3 1.0 -0.431
O 2.641 -3.615 2.247 0.3 -1.4 -0.5 -0.468
H 4.171 -4.115 1.008 0.2 -0.4 -0.4 0.211
H 3.127 -5.494 1.513 0.1 0.1 0.1 0.228
H 2.574 -4.381 0.253 -0.1 0.1 0.0 0.183
H 2.228 -2.829 1.881 -0.2 0.2 -0.3 0.199
C -1.041 -2.534 3.451 -2.3 -1.3 -1.0 -0.590
O 0.274 -2.200 3.434 1.0 0.5 0.8 -0.354
H -1.253 -3.573 3.704 0.5 -0.3 0.4 0.307
H -1.757 -1.960 4.040 0.3 0.6 0.4 0.263
H -1.386 -2.477 2.418 -0.6 0.1 -0.2 0.139
H 0.291 -1.636 2.657 1.0 0.5 -0.3 -0.029
```
Positions in Å, forces in eV/Å.

The total energy is -1396.13637 Ha. The total charge is -1. The calculation puts the HOMO-LUMO gap at 0.281 Eh. As for the LUMO energy: 2.691 eV. As for the HOMO energy: -0.1823 Eh.

---

# 3
This record from the OMol25 dataset describes a molecular structure, C14H42BF4N11O8Rb at a distorted geometry. The level of theory is the ωB97M-V functional and the def2-TZVPD basis.

The geometry in XYZ format:
```
81
Properties=species:S:1:pos:R:3:forces:R:3:mulliken_charge:R:1
Rb -1.473 1.146 1.738 0.1 0.0 -0.2 0.791
C -0.006 -5.578 -2.707 -1.4 -0.5 -0.2 -1.163
C 1.440 -5.180 -2.531 -0.4 -2.0 -0.9 0.521
C 1.639 -4.290 -1.359 0.0 1.3 -0.6 -0.445
O 2.300 -6.275 -2.413 -0.2 0.4 -0.2 -0.423
H -0.188 -6.150 -3.617 0.4 -0.2 0.0 0.403
H -0.658 -4.719 -2.868 0.2 0.3 0.2 0.134
H -0.461 -6.155 -1.902 0.3 0.0 0.3 0.320
H 1.615 -4.736 -3.512 1.0 0.7 0.0 0.235
H 0.951 -3.477 -1.593 -0.2 0.1 0.8 -0.150
H 2.618 -3.812 -1.384 0.2 -0.4 0.4 0.166
H 1.390 -4.825 -0.443 0.1 0.3 0.1 0.380
B 0.624 -0.633 -0.197 -0.6 0.1 1.3 0.401
F 1.731 -0.981 -0.903 0.8 -0.2 -1.3 -0.362
F -0.328 0.155 -0.830 0.0 0.6 -1.0 -0.485
F -0.016 -1.755 0.286 -0.4 -1.0 0.3 -0.065
F 1.018 0.137 0.871 0.9 0.9 1.5 -0.303
C -5.544 2.587 3.774 0.3 0.5 -1.3 -0.727
O -5.029 3.151 2.537 -0.3 -0.3 -0.4 -0.400
C -4.983 2.222 1.421 -0.6 -1.1 1.4 0.076
C -4.254 2.722 0.220 0.6 1.9 0.6 -0.617
N -3.145 3.512 0.743 0.7 -1.7 0.3 0.005
C -2.480 4.318 -0.210 0.3 2.2 0.6 -1.133
C -1.179 3.875 -0.802 1.7 -0.5 -0.2 -0.073
O -0.049 3.930 0.137 -1.0 -0.9 -0.9 -0.376
C 1.217 3.351 -0.300 -0.6 0.0 1.2 -0.545
H -5.748 3.440 4.421 0.1 -0.2 0.0 0.258
H -4.810 1.922 4.231 0.1 -0.1 0.0 0.262
H -6.466 2.039 3.584 -0.1 0.0 0.0 0.305
H -5.983 1.897 1.133 -0.2 0.0 0.2 0.389
H -4.456 1.341 1.787 0.0 -0.4 0.0 -0.156
H -4.868 3.373 -0.403 -0.4 0.1 -0.1 0.390
H -3.883 1.942 -0.444 -0.2 -0.4 0.3 0.174
H -3.345 3.966 1.623 -0.3 0.0 -0.4 0.305
H -2.277 5.255 0.307 0.2 0.3 -0.1 0.462
H -3.185 4.590 -0.996 0.1 0.0 -0.5 0.373
H -0.883 4.511 -1.636 -0.4 0.2 -0.2 0.378
H -1.302 2.871 -1.208 0.3 -0.4 0.0 0.064
H 1.858 4.055 -0.830 -0.1 0.2 0.2 0.403
H 1.217 2.418 -0.863 -0.9 0.0 -0.4 0.051
H 1.615 3.038 0.665 0.7 0.4 -0.1 0.284
C -3.553 -1.978 1.417 2.6 0.0 -0.4 0.684
O -3.458 -1.071 0.602 -0.6 0.9 -0.2 -0.612
N -2.476 -2.539 1.951 2.6 -0.4 0.9 -0.304
N -4.631 -2.543 1.869 -4.7 0.1 -0.2 -0.460
H -2.555 -3.315 2.592 0.3 0.2 -0.3 0.168
H -1.587 -2.286 1.542 0.1 -0.3 0.1 0.120
H -4.743 -3.328 2.494 0.4 0.3 -0.4 0.157
H -5.429 -2.199 1.355 -0.4 -0.4 0.5 0.266
C 4.238 -1.958 1.877 1.7 0.5 0.6 0.691
O 5.159 -2.492 2.417 2.3 -1.1 1.7 -0.721
N 3.945 -0.700 1.900 0.0 5.5 1.5 -0.043
N 3.458 -2.535 1.060 -3.7 -4.7 -4.1 -0.170
H 3.210 -0.301 1.335 0.3 -0.1 0.4 -0.019
H 4.600 -0.077 2.352 -0.4 0.0 0.0 0.034
H 2.635 -2.095 0.672 0.3 -0.4 0.0 -0.065
H 3.702 -3.482 0.808 -0.5 0.1 0.1 0.095
C 4.499 0.756 -2.592 2.8 0.5 -1.7 0.445
O 5.290 1.273 -3.407 -1.3 -0.4 1.1 -0.731
N 3.286 1.105 -2.308 -4.7 3.0 -1.0 -0.038
N 4.808 -0.234 -1.789 2.9 -2.2 1.0 -0.275
H 2.658 0.483 -1.820 0.1 0.1 -0.2 -0.007
H 2.870 1.709 -3.002 -0.3 0.0 0.2 0.234
H 5.810 -0.360 -1.788 -0.3 -1.0 0.5 0.208
H 4.128 -0.741 -1.240 0.6 0.0 0.1 0.220
C -2.647 -1.522 -2.606 -4.8 0.0 -1.5 0.521
O -3.697 -2.041 -3.033 0.8 1.1 -0.3 -0.789
N -2.328 -0.240 -2.491 -2.2 3.3 -1.5 -0.360
N -1.681 -2.175 -2.157 5.5 -5.1 2.4 0.067
H -3.095 0.278 -2.896 0.3 0.9 0.6 0.222
H -1.763 0.055 -1.708 -0.5 0.3 -0.5 0.450
H -0.943 -1.658 -1.700 0.0 -0.9 -0.3 -0.061
H -1.626 -3.175 -2.288 -0.1 0.3 0.4 -0.055
C 4.273 2.551 2.202 -4.2 0.1 2.3 0.753
O 3.197 2.643 2.828 1.4 -0.1 -0.1 -0.665
N 4.324 2.187 0.966 -1.0 -1.1 -4.4 -0.185
N 5.498 2.702 2.629 2.8 1.2 2.4 -0.401
H 5.207 2.252 0.480 -0.7 -0.6 -0.5 0.152
H 3.491 1.766 0.579 0.4 0.4 -0.5 -0.082
H 6.096 2.933 1.848 0.8 0.2 1.0 0.183
H 5.602 3.155 3.526 0.4 0.1 -0.3 0.268
```
Positions in Å, forces in eV/Å.

The total energy is -2211.51874 Ha. Its multiplicity is 2. The calculation puts the HOMO-LUMO gap (alpha / beta) at 0.317 / 0.292 Eh. The expectation value of S² is 0.75. As for the LUMO energy (alpha / beta): -0.555 / -1.224 eV. As for the HOMO energy (alpha / beta): -0.3372 / -0.3372 Eh.